This record from OMol25 describes a cluster of 2 separate species, H4OS2 in total in a non-equilibrium geometry. The level of theory is wB97M-V/def2-TZVPD.

Structure (XYZ):
```
7
Properties=species:S:1:pos:R:3:forces:R:3
H 0.669137 -0.253260 1.086685 -1.00 -0.17 0.47
S -2.124741 -0.068609 0.603349 1.05 -0.01 0.24
H 0.513878 -0.338272 -0.931021 1.09 0.07 0.34
S -0.227436 0.755278 1.048142 -2.24 1.27 1.47
O 1.391509 -0.356823 -0.486404 1.50 -0.31 -2.59
H 1.747273 0.553335 -0.601727 -0.42 -0.95 -0.05
H -1.969619 -0.291651 -0.719024 0.02 0.11 0.12
```
Forces are in eV/Å.

**E_LUMO**: 0.2 eV
**SMILES**: SS.O
**Multiplicity**: 1
**ΔE to the lowest compared entry with this formula, charge and spin**: 26.9 kcal per mole
**E_tot**: -873.95805 Eh



This record from OMol25 describes a structure of composition C33H41HgN8OSSi. The level of theory is wB97M-V/def2-TZVPD.

Structure (XYZ):
```
86
Properties=species:S:1:pos:R:3:forces:R:3
N -0.818940 1.393895 -2.208552 0.03 -0.02 0.03
C 0.367831 -4.189615 3.161269 -0.01 0.00 -0.01
H -3.345445 -0.147071 0.577178 -0.01 -0.01 0.00
C -1.520434 1.246597 4.418316 -0.01 0.00 0.01
C -0.961325 -0.365068 -3.746311 0.02 -0.02 0.00
C -0.838388 -3.921803 -3.140772 0.01 0.01 0.01
C 4.283312 -0.200368 -2.194833 -0.01 0.02 -0.02
H 2.657390 -1.927216 0.796305 0.01 -0.01 0.00
H 1.737032 -5.383586 0.495179 0.00 0.00 0.00
H -1.542814 1.605306 -1.526780 -0.01 0.02 -0.05
C -1.567391 6.380978 3.212329 0.00 -0.01 0.00
C 4.529598 -1.024688 -3.277795 0.00 0.00 0.01
H -3.785884 -1.645770 2.760923 0.00 0.00 0.00
C -0.634017 -2.191313 1.076747 0.04 -0.06 -0.01
H 4.761899 1.305810 -0.025551 0.01 -0.02 0.00
C -3.283943 -0.944606 3.422833 -0.01 0.01 0.03
S 1.597801 2.064992 -3.177159 0.00 0.01 0.00
C 3.600731 -1.996658 -3.603437 -0.01 0.00 0.00
N -0.022590 3.408869 -1.570522 0.03 -0.05 -0.02
C -2.955996 0.298058 2.674285 0.00 -0.01 0.01
H -0.837862 3.499876 -0.981266 -0.03 0.03 -0.03
H -0.589764 0.809123 4.043417 0.00 0.00 0.00
N -0.798819 -2.605857 -2.942578 0.02 0.02 -0.01
C -1.204595 -3.667634 -5.477416 0.00 -0.01 0.00
Si 0.764357 -3.334371 1.529932 -0.01 -0.02 0.01
C 3.732840 1.322163 0.300579 0.02 -0.01 0.00
H -0.701115 -1.379835 1.807332 0.01 0.04 -0.01
C 2.771066 0.528801 -0.321283 0.00 -0.01 0.01
H 0.114278 1.249101 1.405217 -0.04 0.00 0.00
H 1.706016 -2.843328 -3.038188 -0.01 -0.02 0.00
H -0.503089 1.437893 -4.791021 0.00 0.00 -0.01
H 3.175667 -3.068104 2.042986 0.00 0.00 0.01
H -1.322888 0.234257 -5.782743 -0.02 0.01 0.01
H -1.950045 0.601630 5.180337 0.00 0.00 0.00
O -2.330425 2.479206 0.061644 -0.02 0.02 -0.07
H -0.394136 3.924635 1.185249 -0.01 0.02 0.02
H 1.704238 2.742529 2.603997 0.00 0.01 -0.01
C -0.986936 4.420348 1.942425 0.01 -0.02 0.01
H 0.642083 4.152513 -1.668940 -0.01 0.01 -0.01
H -0.551480 -4.776006 3.087416 0.00 0.00 0.00
H 1.321773 -4.181150 -0.730887 -0.01 0.00 0.00
H 3.739989 -2.654856 -4.449732 0.00 -0.01 0.01
H -3.069946 6.109634 4.719406 0.00 0.00 0.00
C 2.041595 2.127354 1.779922 0.00 -0.01 0.00
N -2.499702 1.418466 3.347425 0.03 0.00 -0.03
H -1.430129 7.432729 3.424805 0.00 0.00 0.00
H -0.102807 6.344047 1.645029 0.01 -0.01 0.00
H 5.429286 -0.898100 -3.866002 0.00 0.00 0.00
C -1.923832 3.690379 2.664163 0.04 -0.01 0.00
C 3.361416 2.132346 1.357719 -0.01 0.01 0.02
H -0.697779 -4.532428 -2.253965 0.00 0.00 0.01
C -1.183222 -2.313525 -5.304674 0.00 0.00 -0.01
H -3.930840 -0.734172 4.275065 0.00 0.00 0.00
C -0.976853 -1.757591 -4.009077 -0.01 0.00 0.00
C 2.464897 -2.103095 -2.816275 0.01 0.02 -0.01
C 3.108250 -0.367521 -1.469817 -0.02 0.02 0.01
H -3.408579 3.710095 4.207532 0.00 0.00 0.00
N -2.096089 2.318620 2.353263 -0.02 -0.04 0.02
Hg -0.460996 -1.310697 -0.826802 0.06 0.02 0.02
C -1.030443 -4.518400 -4.368078 0.00 0.00 0.00
C 2.370747 -2.394402 1.738600 0.00 -0.01 0.00
H -1.310782 2.215566 4.865311 0.00 0.00 0.00
C -2.485943 5.638201 3.939898 0.00 0.01 0.00
C -2.991732 0.520610 1.343384 -0.02 0.01 0.01
N 1.504616 0.524830 0.089940 0.00 0.01 -0.02
N 2.221683 -1.316591 -1.773545 0.02 -0.07 0.06
H -2.375086 -1.426233 3.790658 -0.01 0.00 -0.01
C -0.823439 5.769523 2.212323 0.00 0.01 0.02
C 0.204187 2.274895 -2.277171 -0.02 0.00 -0.01
C 1.157011 1.298352 1.109639 0.03 -0.01 -0.01
H -1.582773 -2.737010 1.114489 0.00 0.01 0.00
H -1.047808 -5.594394 -4.462122 0.00 0.00 0.00
H 0.053556 -5.169878 0.006797 0.00 0.00 0.01
H -1.318601 -1.667391 -6.158570 0.00 -0.01 0.00
C -2.460212 1.837961 1.101396 0.01 0.01 -0.02
H -2.229555 1.143765 -4.573977 0.01 0.01 0.01
N -0.689397 0.031055 -2.490761 -0.10 0.08 0.07
H -1.356953 -4.082002 -6.466219 0.00 0.00 0.00
C 0.989991 -4.641644 0.203813 0.01 0.02 -0.01
H 1.170683 -4.865070 3.466246 0.00 0.00 0.00
H 0.231703 -3.456055 3.960917 0.00 0.00 0.00
H 4.979628 0.587887 -1.951064 -0.01 0.02 0.00
C -2.676803 4.292602 3.663359 0.00 0.00 0.00
H 2.284370 -1.609070 2.494429 0.00 0.01 -0.01
H 4.097370 2.754830 1.850275 0.00 0.00 0.00
C -1.270267 0.663843 -4.787817 0.00 0.00 -0.01
```
Forces are in eV/Å.

**E_LUMO (spin up / spin down)**: 0.4 / 0.4 eV
**⟨S²⟩**: 0.77
**Multiplicity**: 2
**ΔE to the lowest compared entry with this formula, charge and spin**: 1.2 kcal per mole
**E_tot**: -2636.50594 Eh